The following is a DFT calculation (ωB97M-V/def2-TZVPD) of a structure of composition C4H7NO in a non-equilibrium geometry.

XYZ file:
```
13
Properties=species:S:1:pos:R:3:forces:R:3:nbo_charge:R:1
C 0.585 -0.903 -0.263 0.3 -0.2 -0.2 -0.54
H 0.334 -1.203 -1.285 0.2 0.0 0.0 0.23
H -1.485 -1.499 0.264 0.2 0.3 -0.1 0.22
N 0.227 1.457 -0.231 0.2 -0.3 0.4 -0.66
H -0.494 -0.923 1.632 -0.1 0.5 -0.5 0.22
C -1.091 0.969 -0.143 0.3 -1.9 0.5 -0.28
H 1.320 -1.592 0.144 0.1 0.0 -0.1 0.24
O 2.411 0.725 -0.297 -0.3 -0.1 0.0 -0.58
H -1.442 0.561 -1.086 -0.4 0.2 0.2 0.18
C 1.226 0.494 -0.296 0.4 0.0 0.2 0.69
H 0.498 2.318 0.228 -0.1 -0.1 -0.2 0.41
C -0.674 -0.821 0.543 0.4 -0.1 -0.6 -0.40
H -1.415 0.419 0.788 -1.1 1.7 0.5 0.26
```
Positions in Å, forces in eV/Å.

Properties
Highest occupied orbital energy = -9.06 eV
LUMO level = 0.9 eV
ΔE to the lowest compared entry with this formula, charge and spin = 331.3 kJ/mol
2S+1 = 1
HOMO-LUMO gap = 9.97 eV



The following is a DFT calculation (ωB97M-V/def2-TZVPD) of the molecule C4H7NO.

XYZ file:
```
13
Properties=species:S:1:pos:R:3:forces:R:3:nbo_charge:R:1
O 3.104 -0.324 0.004 0.1 0.0 0.0 -0.59
C -0.742 1.209 0.017 -0.1 0.0 0.0 -0.66
H -0.378 1.736 -0.872 0.0 -0.2 0.0 0.22
H -1.224 -2.248 -0.014 0.0 0.2 -0.1 0.20
H -1.817 1.405 0.115 0.3 -0.2 -0.1 0.23
H -2.493 -0.908 -0.033 0.4 0.1 0.0 0.21
H -0.239 1.654 0.875 0.0 0.1 0.1 0.22
N 0.882 -0.679 0.026 -0.7 -0.5 0.0 -0.61
C -0.467 -0.275 -0.015 -0.2 0.3 0.0 0.19
C 1.976 0.113 -0.045 0.6 -0.2 0.1 0.53
H 1.064 -1.681 0.115 0.0 0.5 -0.1 0.41
C -1.439 -1.182 -0.035 -0.3 -0.3 0.1 -0.47
H 1.774 1.181 -0.137 -0.1 0.2 -0.1 0.12
```
Positions in Å, forces in eV/Å.

Properties
Highest occupied orbital energy = -8.97 eV
LUMO level = 0.9 eV
ΔE to the lowest compared entry with this formula, charge and spin = 78.2 kJ/mol
2S+1 = 1
SMILES = C=C(C)NC=O
HOMO-LUMO gap = 9.84 eV



The following is a DFT calculation (ωB97M-V/def2-TZVPD) of the molecule C4H7NO in a non-equilibrium geometry.

XYZ file:
```
13
Properties=species:S:1:pos:R:3:forces:R:3:nbo_charge:R:1
H 0.339 -1.680 -0.919 -0.2 0.1 0.0 0.18
C 0.691 1.015 0.036 -0.7 0.6 0.1 0.66
H 2.421 -0.121 -0.770 -0.1 0.0 0.0 0.23
H -2.220 -0.011 -0.968 0.0 0.1 0.1 0.20
N -0.363 0.141 -0.010 -0.3 0.5 0.0 -0.42
O 0.747 2.220 0.025 -0.2 -0.1 0.0 -0.60
H -1.926 1.467 -0.017 0.0 -0.1 0.0 0.23
C 1.699 -0.062 0.038 -0.1 -4.1 1.7 -0.49
H -2.275 -0.073 0.813 0.0 0.1 -0.1 0.20
C 0.393 -1.091 0.002 0.7 0.9 -1.0 -0.19
C -1.774 0.385 -0.048 -0.2 0.1 0.0 -0.42
H 2.107 -0.471 1.000 0.4 1.6 -0.6 0.24
H 0.141 -1.746 0.858 0.6 0.4 -0.2 0.18
```
Positions in Å, forces in eV/Å.

Properties
Highest occupied orbital energy = -9.37 eV
LUMO level = 0.9 eV
ΔE to the lowest compared entry with this formula, charge and spin = 142.6 kJ/mol
2S+1 = 1
SMILES = CN1CCC1=O
HOMO-LUMO gap = 10.22 eV



The following is a DFT calculation (ωB97M-V/def2-TZVPD) of the molecule C4H7NO.

XYZ file:
```
13
Properties=species:S:1:pos:R:3:forces:R:3:nbo_charge:R:1
H 2.240 -0.698 -0.554 0.0 0.1 0.1 0.24
H 2.786 0.433 0.718 0.0 -0.1 0.0 0.24
O 0.672 1.770 0.206 0.2 -0.4 0.0 -0.54
H -1.436 1.544 -0.476 0.0 -0.2 -0.1 0.41
H -0.899 -0.472 1.096 0.3 -0.1 0.0 0.23
H -2.623 -1.039 -0.894 -0.3 0.2 0.1 0.07
C 1.982 -0.231 0.404 0.1 0.1 0.0 -0.72
H -0.400 -1.196 -0.444 0.0 0.3 0.1 0.22
N -1.583 0.539 -0.563 -0.8 0.1 0.3 -0.56
H 1.837 -1.039 1.129 0.0 0.1 -0.1 0.23
C -2.751 0.074 -0.928 0.4 -0.1 -0.5 -0.07
C -0.546 -0.244 0.082 -0.1 -0.1 0.1 -0.35
C 0.720 0.559 0.226 0.1 0.2 0.0 0.59
```
Positions in Å, forces in eV/Å.

Properties
Highest occupied orbital energy = -8.30 eV
LUMO level = 0.6 eV
ΔE to the lowest compared entry with this formula, charge and spin = 293.8 kJ/mol
2S+1 = 1
HOMO-LUMO gap = 8.93 eV



The following is a DFT calculation (ωB97M-V/def2-TZVPD) of the molecule C4H7NO.

XYZ file:
```
13
Properties=species:S:1:pos:R:3:forces:R:3:nbo_charge:R:1
O 1.237 -2.596 1.802 -0.2 0.3 -0.4 -0.48
H 1.870 -0.151 1.844 -0.1 0.0 -0.1 0.19
N 0.824 0.579 0.267 0.1 -0.3 0.2 -0.33
H -0.464 -0.627 -0.976 0.1 0.2 0.0 0.17
H -1.938 1.326 -1.527 0.1 0.0 0.1 0.21
C -0.102 0.400 -0.839 -0.1 -0.1 -0.1 -0.26
H -0.921 2.373 -0.509 -0.1 -0.1 0.0 0.22
H -1.869 1.070 0.228 0.1 0.0 -0.1 0.21
C 1.188 -0.376 1.018 0.0 0.3 -0.1 0.00
H 0.446 0.677 -1.748 -0.1 0.0 0.1 0.21
C -1.281 1.350 -0.652 0.0 0.0 0.0 -0.60
C 0.825 -1.833 0.959 0.1 -0.2 0.2 0.35
H 0.186 -2.193 0.133 0.1 0.0 0.1 0.12
```
Positions in Å, forces in eV/Å.

Properties
Highest occupied orbital energy = -9.58 eV
LUMO level = -0.2 eV
ΔE to the lowest compared entry with this formula, charge and spin = 177.9 kJ/mol
2S+1 = 1
SMILES = CC/N=C\C=O
HOMO-LUMO gap = 9.37 eV



The following is a DFT calculation (ωB97M-V/def2-TZVPD) of the molecule C4H7NO.

XYZ file:
```
13
Properties=species:S:1:pos:R:3:forces:R:3:nbo_charge:R:1
H 1.453 -1.114 1.884 -0.1 0.4 0.2 0.36
H 0.916 0.660 -1.184 -0.1 0.0 0.1 0.24
C -1.118 1.269 -1.114 -0.2 -0.1 0.1 0.45
C 0.183 0.956 -0.420 0.0 -0.1 0.0 -0.52
C 0.087 -0.112 0.642 -0.2 0.1 0.0 -0.08
H 0.426 -1.887 -0.697 -0.1 0.1 0.0 0.19
C 0.256 -1.544 0.319 -0.2 -0.3 -0.2 -0.25
O -2.160 0.687 -0.926 0.4 0.2 0.0 -0.52
H -0.616 0.111 1.446 0.3 -0.1 0.0 0.20
H -0.282 -2.238 0.962 0.1 0.0 -0.2 0.19
N 1.350 -0.795 0.928 0.2 -0.2 0.1 -0.59
H 0.569 1.897 -0.001 0.0 -0.1 0.0 0.23
H -1.065 2.110 -1.840 0.0 -0.1 0.1 0.10
```
Positions in Å, forces in eV/Å.

Properties
Highest occupied orbital energy = -9.72 eV
LUMO level = 1.1 eV
ΔE to the lowest compared entry with this formula, charge and spin = 201.1 kJ/mol
2S+1 = 1
SMILES = O=CC[C@H]1CN1
HOMO-LUMO gap = 10.80 eV



The following is a DFT calculation (ωB97M-V/def2-TZVPD) of the molecule C4H7NO.

XYZ file:
```
13
Properties=species:S:1:pos:R:3:forces:R:3:nbo_charge:R:1
H 0.369 -0.523 1.630 0.0 0.1 -0.2 0.21
H 1.163 -1.627 0.513 -0.2 0.2 -0.1 0.22
H 1.580 0.098 -1.102 0.0 0.3 0.1 0.20
C -1.010 1.347 -0.259 0.4 0.2 0.0 0.39
H -0.708 -1.079 -1.191 0.1 -0.3 0.3 0.18
C -0.797 -0.935 -0.103 0.3 -0.4 0.2 -0.08
C 0.547 -0.718 0.564 0.0 0.1 0.0 -0.45
N 0.232 1.537 -0.412 -0.4 0.0 0.1 -0.49
C 1.181 0.458 -0.144 0.2 0.0 0.0 -0.25
H -1.207 -1.796 0.405 -0.9 -0.1 -0.3 0.20
H -1.709 2.172 -0.402 0.1 -0.2 0.1 0.17
H 2.015 0.870 0.430 -0.1 0.1 -0.2 0.21
O -1.655 0.196 0.070 0.3 0.0 0.0 -0.50
```
Positions in Å, forces in eV/Å.

Properties
Highest occupied orbital energy = -9.63 eV
LUMO level = 1.0 eV
ΔE to the lowest compared entry with this formula, charge and spin = 118.0 kJ/mol
2S+1 = 1
SMILES = C1=NCCCO1
HOMO-LUMO gap = 10.61 eV



The following is a DFT calculation (ωB97M-V/def2-TZVPD) of the molecule C4H7NO in a non-equilibrium geometry.

XYZ file:
```
13
Properties=species:S:1:pos:R:3:forces:R:3:nbo_charge:R:1
O -1.877 -0.315 1.248 -0.3 0.3 0.2 -0.65
H 1.204 1.210 -1.030 0.0 -0.1 0.2 0.22
H -2.671 -0.574 0.758 0.0 -0.1 0.3 0.49
N -1.011 -0.854 -1.936 -0.1 0.3 -0.1 -0.61
C 0.414 0.390 0.841 0.0 0.2 0.2 -0.44
H -0.581 -1.646 -1.437 -0.1 -0.5 -1.0 0.33
C -1.172 -0.066 -0.968 0.5 -0.8 0.1 0.17
H 0.334 1.317 1.410 0.2 0.1 0.2 0.22
C 1.492 0.506 -0.242 0.0 0.0 0.0 -0.61
H 1.700 -0.455 -0.726 -0.1 0.2 0.1 0.21
C -0.940 0.032 0.329 0.2 0.2 -0.1 0.23
H 0.680 -0.405 1.551 -0.1 0.2 0.0 0.23
H 2.427 0.860 0.203 -0.1 -0.1 0.0 0.22
```
Positions in Å, forces in eV/Å.

Properties
Highest occupied orbital energy = -8.23 eV
LUMO level = 0.6 eV
ΔE to the lowest compared entry with this formula, charge and spin = 303.9 kJ/mol
2S+1 = 1
SMILES = CCC(O)=C=N
HOMO-LUMO gap = 8.84 eV



The following is a DFT calculation (ωB97M-V/def2-TZVPD) of a structure of composition C4H7NO in a non-equilibrium geometry.

XYZ file:
```
13
Properties=species:S:1:pos:R:3:forces:R:3:nbo_charge:R:1
H 0.122 1.001 -1.886 0.0 0.0 -0.1 0.17
H -0.024 -0.738 -2.295 0.1 0.2 0.1 0.21
H 1.552 -0.078 -1.827 -0.2 0.1 0.0 0.21
O -0.416 -0.898 2.756 0.2 0.2 -0.7 -0.50
N 0.229 -0.366 -0.271 0.1 -0.3 -0.2 -0.41
C 0.728 0.385 0.855 -0.2 1.0 0.3 -0.32
C -1.078 -0.370 0.340 -0.7 0.9 0.2 -0.32
H 1.818 0.421 0.993 -0.5 0.3 0.2 0.22
H 0.053 1.388 0.880 2.5 -0.8 0.1 0.15
C -0.287 -0.450 1.657 -0.3 0.1 0.6 0.62
C 0.474 -0.011 -1.642 0.0 0.1 0.0 -0.41
H -1.356 0.804 0.493 -1.0 -2.3 -1.0 0.15
H -1.815 -1.088 -0.052 0.1 0.5 0.4 0.22
```
Positions in Å, forces in eV/Å.

Properties
Highest occupied orbital energy = -9.36 eV
LUMO level = 0.9 eV
ΔE to the lowest compared entry with this formula, charge and spin = 316.2 kJ/mol
2S+1 = 1
HOMO-LUMO gap = 10.26 eV



The following is a DFT calculation (ωB97M-V/def2-TZVPD) of the molecule C4H7NO in a non-equilibrium geometry.

XYZ file:
```
13
Properties=species:S:1:pos:R:3:forces:R:3:nbo_charge:R:1
N 1.711 -0.128 -0.487 0.4 0.4 -0.7 -0.81
H 0.122 -1.962 -0.380 -0.3 0.4 0.7 0.20
H 1.374 -0.117 -1.438 -0.1 0.0 -0.4 0.35
H 1.162 -0.016 1.413 -1.0 0.2 -0.4 0.20
H 2.217 0.727 -0.376 0.9 0.4 -0.3 0.35
H -0.693 -1.569 1.225 0.5 -0.4 0.3 0.19
H -0.274 2.203 0.279 0.5 0.1 0.3 0.22
C -0.385 1.133 0.260 -1.5 0.0 -0.8 -0.38
C -1.543 0.614 -0.210 0.8 0.0 -0.5 0.15
C -0.321 -1.184 0.283 -0.2 -0.8 -0.3 -0.08
H -2.462 1.021 -0.658 0.6 0.3 0.6 0.21
C 0.622 0.009 0.433 -0.4 -0.6 1.5 -0.11
O -1.529 -0.731 -0.345 -0.2 0.0 -0.3 -0.50
```
Positions in Å, forces in eV/Å.

Properties
Highest occupied orbital energy = -8.62 eV
LUMO level = 1.1 eV
ΔE to the lowest compared entry with this formula, charge and spin = 180.2 kJ/mol
2S+1 = 1
SMILES = N[C@H]1C=COC1
HOMO-LUMO gap = 9.67 eV



| no. | calculated total energy (eV) |
| --- | --- |
| 1 | -7796.211 |
| 2 | -7798.834 |
| 3 | -7798.166 |
| 4 | -7796.599 |
| 5 | -7797.800 |
| 6 | -7797.560 |
| 7 | -7798.421 |
| 8 | -7796.494 |
| 9 | -7796.367 |
| 10 | -7797.777 |